Entry from the OMol25 dataset: a structure of composition C2H5N3OS2 at a distorted geometry (ωB97M-V/def2-TZVPD).

Summary:
Kohn-Sham gap: 8.04 eV
LUMO energy: -0.7 eV
2S+1: 1
Energy relative to the best compared isomer or geometry (same formula, charge and spin): 566.4 kJ/mol
Energy: -1114.8788 Ha
Total charge: 0
E_HOMO: -8.7 eV

Element x y z (Å)
C: 0.08 0.37 -0.19
C: -1.48 0.39 -0.71
H: 2.00 1.39 2.15
H: 0.97 -0.34 2.54
H: 1.32 -1.02 0.23
H: -0.29 -2.03 -2.61
H: -1.66 1.57 0.57
N: 1.34 0.37 1.74
N: 0.19 0.83 1.03
N: 0.69 -0.82 -0.73
O: -2.29 1.44 -0.19
S: 1.26 -1.45 -2.15
S: -2.13 -0.71 -1.69

Atomic partial charges in e from the Löwdin method, atoms 1 to 6:
1. C -0.336
2. C -0.732
3. H 0.211
4. H 0.137
5. H 0.135
6. H -0.036

=====

Entry from the OMol25 dataset: a cluster of 2 separate species, C13H26F2N5O3P in total at a distorted geometry (ωB97M-V/def2-TZVPD).

Summary:
Kohn-Sham gap: 3.39 eV
LUMO energy: -1.6 eV
2S+1: 1
Energy: -1551.3846 Ha
Total charge: 0
E_HOMO: -5.0 eV

Element x y z (Å)
C: 1.19 -3.24 1.79
C: 1.87 -2.55 0.66
C: 1.47 -2.86 -0.73
N: 2.86 -1.71 0.90
P: 2.82 -0.14 0.93
C: 2.45 0.64 2.52
C: 1.25 1.60 2.45
C: 0.12 1.02 1.59
C: -0.15 1.78 0.30
N: -1.23 1.19 -0.50
C: -0.96 -0.16 -0.79
N: -0.03 -0.57 -1.60
N: -1.83 -1.06 -0.18
N: 4.41 0.36 0.42
C: 4.67 -0.19 -0.90
O: 5.24 -1.15 -1.12
F: 4.11 0.61 -1.83
C: 4.43 1.78 0.40
O: 3.51 2.48 0.55
F: 5.68 2.20 0.22
H: 0.24 -3.68 1.46
H: 1.83 -4.06 2.14
H: 1.00 -2.56 2.62
H: 0.88 -3.78 -0.80
H: 2.34 -2.92 -1.39
H: 0.80 -2.03 -1.11
H: 1.92 0.29 -0.05
H: 2.24 -0.19 3.21
H: 3.35 1.16 2.88
H: 1.59 2.58 2.10
H: 0.89 1.75 3.48
H: 0.34 -0.04 1.34
H: -0.81 1.00 2.17
H: -0.38 2.83 0.51
H: 0.76 1.81 -0.33
H: -2.14 1.24 -0.02
H: 0.40 0.22 -2.06
H: -1.86 -1.05 0.83
H: -1.63 -2.01 -0.49
C: -6.08 1.06 -1.59
C: -4.60 1.42 -1.80
C: -3.91 0.24 -2.50
O: -3.96 1.69 -0.62
H: -6.15 0.18 -0.93
H: -6.60 1.89 -1.11
H: -6.60 0.83 -2.53
H: -4.60 2.26 -2.54
H: -3.96 -0.60 -1.80
H: -2.86 0.52 -2.65
H: -4.31 -0.07 -3.47

Atomic partial charges in e from the Löwdin method, atoms 1 to 6:
1. C -0.010
2. C -0.364
3. C -0.030
4. N -0.050
5. P 0.945
6. C -0.244

=====

Entry from the OMol25 dataset: an isolated molecule of C20H26O3 at a distorted geometry (ωB97M-V/def2-TZVPD).

Summary:
Kohn-Sham gap: 7.10 eV
LUMO energy: -0.9 eV
2S+1: 1
Energy relative to the best compared isomer or geometry (same formula, charge and spin): 367.5 kJ/mol
Energy: -1003.2525 Ha
Total charge: 0
E_HOMO: -8.0 eV

Element x y z (Å)
O: -5.29 -1.30 2.17
O: -2.77 2.54 0.62
O: -1.48 -2.01 3.26
C: -4.14 -1.63 2.09
C: -2.31 1.49 0.72
C: 2.83 -0.35 -2.00
C: -3.23 0.44 1.27
C: 2.21 -0.29 -0.71
C: 1.87 -0.26 -2.96
C: -2.95 -0.85 1.75
C: 0.81 -0.19 -0.78
C: 3.02 -1.78 1.11
C: 3.12 0.96 1.19
C: 3.19 -0.41 0.40
C: -0.49 -1.21 -2.67
C: -0.18 1.28 -2.59
C: -0.35 -0.52 1.66
C: -0.14 2.61 0.27
C: -1.26 1.51 -1.61
C: 0.49 -0.10 -2.27
C: -1.58 -1.48 1.95
C: -0.38 -0.04 0.17
C: -0.98 1.36 -0.12
H: -1.78 -1.22 3.74
H: -4.10 -2.72 2.29
H: 3.94 -0.17 -2.26
H: -4.28 0.70 1.15
H: 1.99 -0.20 -4.08
H: 2.22 -2.40 0.59
H: 2.65 -1.58 2.16
H: 3.84 -2.47 1.20
H: 2.12 1.23 1.36
H: 3.54 1.78 0.74
H: 3.58 0.75 2.09
H: 4.23 -0.39 -0.02
H: -0.20 -1.77 -3.63
H: -1.55 -1.12 -2.57
H: -0.24 -2.08 -2.03
H: 0.48 2.08 -2.47
H: -0.55 1.31 -3.65
H: 0.57 -1.08 1.80
H: -0.27 0.29 2.40
H: -0.60 3.52 -0.05
H: 0.81 2.62 -0.30
H: 0.02 2.68 1.33
H: -1.58 2.53 -1.72
H: -2.18 0.89 -1.90
H: -1.50 -2.34 1.23
H: -1.19 -0.62 -0.29

Atomic partial charges in e from the Löwdin method, atoms 1 to 6:
1. O 0.065
2. O 0.152
3. O -0.014
4. C -0.249
5. C -0.346
6. C -0.041

=====

Entry from the OMol25 dataset: the ion C5H9NO with charge -1 at a distorted geometry (ωB97M-V/def2-TZVPD).

Summary:
Kohn-Sham gap (alpha / beta): 3.21 / 6.90 eV
LUMO energy (alpha / beta): 4.1 / 3.9 eV
2S+1: 2
Energy relative to the best compared isomer or geometry (same formula, charge and spin): 106.7 kJ/mol
Energy: -325.8229 Ha
Total charge: -1
E_HOMO (alpha / beta): 0.9 / -3.0 eV

Element x y z (Å)
O: -1.71 -0.57 2.00
C: -0.80 -0.89 1.16
C: 0.64 -0.52 1.31
C: 1.30 0.08 0.04
C: 0.34 0.51 -1.05
C: -0.42 1.61 -0.90
N: 0.52 -0.13 -2.26
H: -1.07 -1.36 0.19
H: 0.62 0.20 2.15
H: 1.25 -1.35 1.71
H: 1.79 1.03 0.28
H: 2.02 -0.67 -0.30
H: -1.09 1.88 -1.71
H: -0.41 2.19 0.00
H: -0.19 -0.10 -2.97
H: 1.24 -0.79 -2.46

Atomic partial charges in e from the Löwdin method, atoms 1 to 6:
1. O -0.250
2. C -0.500
3. C -0.249
4. C -0.187
5. C -0.472
6. C -0.009

=====

Entry from the OMol25 dataset: a structure of composition C6H13O8Zn at a distorted geometry (ωB97M-V/def2-TZVPD).

Summary:
Kohn-Sham gap: 7.21 eV
LUMO energy: 2.3 eV
2S+1: 1
Energy relative to the best compared isomer or geometry (same formula, charge and spin): 0.0 kJ/mol
Energy: -2617.8661 Ha
Total charge: -1
E_HOMO: -4.9 eV

Element x y z (Å)
Zn: -13.80 -9.19 -8.96
C: -16.83 -10.36 -11.32
C: -15.35 -10.10 -11.59
O: -15.04 -9.80 -12.75
O: -14.51 -10.26 -10.64
H: -17.19 -11.01 -12.12
H: -17.39 -9.43 -11.34
H: -17.03 -10.84 -10.37
C: -17.61 -7.18 -9.06
C: -16.11 -7.37 -8.92
O: -15.68 -8.50 -8.49
O: -15.39 -6.39 -9.20
H: -17.83 -7.01 -10.12
H: -17.93 -6.25 -8.59
H: -18.16 -8.05 -8.72
C: -9.99 -8.36 -10.15
C: -11.36 -8.76 -9.67
O: -12.36 -8.01 -9.88
O: -11.54 -9.78 -8.95
H: -9.31 -8.41 -9.30
H: -9.93 -7.37 -10.60
H: -9.69 -9.14 -10.86
O: -13.96 -11.06 -7.93
H: -13.42 -11.35 -7.18
H: -14.23 -11.86 -8.40
O: -13.35 -8.33 -7.05
H: -12.59 -7.74 -7.05
H: -13.71 -8.29 -6.16

Atomic partial charges in e from the Löwdin method, atoms 1 to 6:
1. Zn 0.736
2. C -0.029
3. C -0.716
4. O -0.028
5. O -0.107
6. H 0.063

=====

Entry from the OMol25 dataset: a structure of composition C25H26BF5InN9O5Te at a distorted geometry (ωB97M-V/def2-TZVPD).

Summary:
Kohn-Sham gap: 7.74 eV
LUMO energy: -0.8 eV
2S+1: 1
Energy: -2819.7744 Ha
Total charge: 0
E_HOMO: -8.5 eV

Element x y z (Å)
In: 0.47 0.59 0.47
O: 0.05 -1.05 -3.90
C: 0.36 -0.46 -2.75
O: 0.66 -1.07 -1.74
C: 0.35 1.03 -2.82
C: 0.24 1.70 -4.01
C: 0.41 3.08 -4.00
C: 0.71 3.71 -2.82
C: 0.77 2.96 -1.65
N: 0.58 1.65 -1.64
C: 1.01 3.68 -0.35
O: 1.49 4.77 -0.36
O: 0.70 2.97 0.77
H: 0.13 -2.00 -3.77
H: 0.03 1.15 -4.91
H: 0.32 3.65 -4.92
H: 0.88 4.78 -2.75
B: 3.36 0.75 2.91
N: 1.88 0.61 3.41
C: 1.58 0.53 4.71
C: 0.22 0.36 4.85
C: -0.27 0.35 3.55
N: 0.74 0.50 2.68
N: 3.53 0.92 1.34
C: 4.72 1.24 0.83
C: 4.69 1.09 -0.55
C: 3.39 0.67 -0.81
N: 2.69 0.57 0.33
H: 3.85 1.74 3.43
H: 3.96 -0.27 3.22
H: 2.37 0.60 5.45
H: -0.34 0.28 5.77
H: -1.29 0.29 3.21
H: 5.53 1.53 1.48
H: 5.49 1.26 -1.25
H: 2.94 0.42 -1.76
F: -2.54 2.52 2.82
Te: -1.44 3.05 1.37
F: -1.33 4.87 1.61
F: -1.35 3.61 -0.48
F: -0.35 3.13 2.90
F: -3.21 3.41 0.85
O: -1.47 1.30 0.77
N: -1.77 -2.88 1.71
C: -1.59 -1.66 1.15
N: -0.33 -1.46 0.85
C: 0.38 -2.61 1.26
C: 1.74 -2.90 1.22
C: 2.14 -4.12 1.71
C: 1.21 -5.04 2.23
C: -0.14 -4.75 2.29
C: -0.53 -3.51 1.80
H: -2.65 -3.22 2.06
H: -2.38 -0.94 0.96
H: 2.45 -2.18 0.81
H: 3.19 -4.38 1.70
H: 1.57 -5.99 2.61
H: -0.85 -5.46 2.70
C: -3.67 -3.46 -2.97
C: -3.30 -2.06 -2.57
C: -3.92 -0.85 -2.77
C: -3.06 0.13 -2.20
N: -1.98 -0.45 -1.68
N: -2.15 -1.77 -1.92
C: -3.28 1.61 -2.11
H: -4.74 -3.53 -3.11
H: -3.37 -4.18 -2.20
H: -3.18 -3.74 -3.90
H: -4.87 -0.68 -3.26
H: -1.45 -2.41 -1.59
H: -4.29 1.86 -2.44
H: -2.57 2.16 -2.74
H: -3.14 1.97 -1.10

Atomic partial charges in e from the Löwdin method, atoms 1 to 6:
1. In 0.824
2. O 0.144
3. C -0.496
4. O 0.050
5. C -0.183
6. C 0.027

=====

Entry from the OMol25 dataset: a cluster of 2 separate species, C3H8N3O in total at a distorted geometry (ωB97M-V/def2-TZVPD).

Summary:
Kohn-Sham gap: 7.98 eV
LUMO energy: -5.7 eV
2S+1: 1
Energy relative to the best compared isomer or geometry (same formula, charge and spin): 642.6 kJ/mol
Energy: -358.1517 Ha
Total charge: +1
E_HOMO: -13.7 eV

Element x y z (Å)
C: -1.24 -1.44 -0.05
C: -1.04 0.72 -0.04
C: -0.04 -0.39 0.07
N: 1.17 -0.69 0.12
N: 1.96 1.11 -0.05
N: -2.09 -0.28 -0.09
O: 2.03 -1.51 0.05
H: -1.31 -1.96 -0.92
H: -1.23 -1.97 0.92
H: -1.07 1.30 0.85
H: -0.79 1.15 -0.95
H: 1.31 1.50 -0.70
H: 2.30 1.67 0.71
H: -2.91 -0.19 0.61
H: 2.93 0.99 -0.53

Atomic partial charges in e from the Löwdin method, atoms 1 to 6:
1. C -0.041
2. C -0.099
3. C -0.125
4. N -0.045
5. N 0.169
6. N -0.049

=====

Entry from the OMol25 dataset: the ion C9H10N3 with charge +1 at a distorted geometry (ωB97M-V/def2-TZVPD).

Summary:
Kohn-Sham gap: 6.73 eV
LUMO energy: -5.2 eV
2S+1: 1
Energy relative to the best compared isomer or geometry (same formula, charge and spin): 90.6 kJ/mol
Energy: -512.8905 Ha
Total charge: +1
E_HOMO: -11.9 eV

Element x y z (Å)
C: 1.63 1.82 0.04
C: 2.59 0.83 0.01
C: 0.99 -1.04 0.30
C: 0.33 1.42 0.11
C: 0.02 -0.02 0.25
C: 2.35 -0.54 0.14
C: -0.90 2.20 0.01
C: -1.38 -0.10 0.18
C: -3.71 -0.92 -0.21
N: -2.03 1.53 -0.13
N: 3.39 -1.36 -0.19
N: -2.27 -1.02 0.26
H: 1.89 2.94 -0.09
H: 3.60 0.99 -0.34
H: 0.65 -2.10 0.26
H: -0.83 3.33 -0.14
H: -3.66 -0.14 -0.82
H: -3.97 -1.76 -0.78
H: -4.43 -0.96 0.68
H: 4.25 -0.93 -0.16
H: 3.50 -2.29 0.00
H: -2.03 -1.87 0.62

Atomic partial charges in e from the Löwdin method, atoms 1 to 6:
1. C -0.007
2. C -0.003
3. C 0.102
4. C -0.180
5. C -0.125
6. C -0.257